{
  "formula": "C19H29N4O4P",
  "method": "ωB97M-V/def2-TZVPD",
  "smiles": "N#Cc1cc([N+](=O)[O-])cc2c1no[n+]2[O-].CCCCP(CCCC)CCCC",
  "largest_force_ev_per_a": 3.325,
  "total_energy_ev": -43604.12763,
  "de_lowest_kj_mol": 46.07,
  "lumo_energy_ev": -2.7,
  "species": ["N", "C", "C", "C", "C", "N", "O", "O", "C", "C", "C", "N", "O", "N", "O", "H", "H", "C", "C", "C", "C", "P", "C", "C", "C", "C", "C", "C", "C", "C", "H", "H", "H", "H", "H", "H", "H", "H", "H", "H", "H", "H", "H", "H", "H", "H", "H", "H", "H", "H", "H", "H", "H", "H", "H", "H", "H"],
  "positions_angstrom": [[2.2061, 3.1091, -6.6900], [1.7810, 2.4511, -5.8213], [1.2732, 1.6275, -4.7680], [1.7654, 0.3812, -4.3667], [1.1019, -0.3725, -3.3541], [1.5675, -1.7085, -3.0896], [2.5319, -2.1501, -3.7553], [0.9842, -2.3952, -2.2031], [-0.0277, 0.1282, -2.6619], [-0.5283, 1.3594, -3.0940], [0.0911, 2.1092, -4.1230], [-0.6768, 3.1013, -4.6324], [-1.8832, 2.9706, -3.9408], [-1.8165, 1.9109, -2.9735], [-2.7851, 1.6597, -2.2751], [2.6695, -0.0146, -4.8284], [-0.5805, -0.4901, -1.9583], [4.4890, -0.2391, 2.7606], [3.2217, 0.2016, 2.0274], [2.8437, -0.7327, 0.8764], [1.5898, -0.2738, 0.1113], [0.1580, -0.0185, 1.2392], [-1.2559, 0.6790, 0.2894], [-1.6752, 2.0591, 0.8003], [-2.1742, 2.0386, 2.2411], [-2.6515, 3.4229, 2.6789], [-0.3849, -1.7839, 1.3878], [-1.5428, -1.9733, 2.3736], [-2.0369, -3.4275, 2.4908], [-2.6692, -3.9982, 1.2276], [4.7667, 0.5172, 3.4998], [4.3377, -1.1861, 3.2913], [5.3298, -0.3595, 2.0684], [2.3834, 0.2483, 2.7396], [3.3595, 1.2172, 1.6291], [3.6788, -0.8154, 0.1631], [2.6670, -1.7445, 1.2698], [1.7760, 0.6797, -0.4068], [1.3276, -1.0279, -0.6461], [-0.9647, 0.7953, -0.7593], [-2.1020, -0.0241, 0.3236], [-0.8158, 2.7406, 0.7207], [-2.4526, 2.4483, 0.1244], [-2.9943, 1.3088, 2.3293], [-1.3582, 1.6950, 2.8951], [-3.0803, 3.3697, 3.6828], [-1.8199, 4.1370, 2.6985], [-3.4197, 3.8034, 1.9955], [-0.6261, -2.1375, 0.3708], [0.4944, -2.3502, 1.7397], [-1.2097, -1.6517, 3.3721], [-2.3867, -1.3231, 2.1011], [-1.1950, -4.0575, 2.7999], [-2.7707, -3.4583, 3.3039], [-3.0401, -5.0084, 1.4201], [-3.5195, -3.3909, 0.9003], [-1.9508, -4.0571, 0.4046]],
  "forces_ev_per_a": [[-1.0, -1.4, 1.9], [1.5, 1.0, -2.0], [0.3, -1.1, 1.0], [0.0, 1.5, -0.6], [-1.7, 1.6, 0.8], [0.8, -3.1, 0.9], [-2.0, 1.2, 1.2], [1.1, 1.8, -2.1], [1.1, -1.8, -1.1], [-1.6, 1.2, -0.9], [-1.3, 1.0, -1.3], [0.0, -2.0, 1.6], [0.8, -0.6, 1.0], [0.7, -0.2, -0.1], [1.3, 0.4, -1.2], [-0.4, 0.0, 0.1], [0.3, 0.0, -0.3], [-0.1, 0.1, 0.0], [0.1, -0.1, 0.1], [-0.1, 0.1, 0.0], [-0.2, 0.0, -0.6], [0.0, -0.3, 1.2], [0.2, 0.2, -0.6], [0.0, -0.1, -0.1], [0.0, 0.2, -0.1], [0.0, -0.2, 0.1], [0.1, 0.0, -0.1], [0.1, -0.2, 0.0], [0.1, 0.3, 0.1], [0.0, 0.0, 0.0], [0.1, -0.1, 0.0], [0.0, 0.1, -0.1], [-0.1, 0.0, 0.1], [0.3, 0.1, -0.2], [-0.1, -0.1, 0.1], [-0.2, 0.0, 0.2], [0.1, 0.2, -0.1], [0.1, -0.1, 0.1], [0.2, 0.3, 0.3], [-0.3, 0.0, 0.6], [0.2, 0.2, 0.0], [-0.1, 0.0, 0.0], [0.1, 0.0, 0.3], [0.2, 0.1, 0.0], [-0.3, 0.0, -0.1], [0.0, 0.1, -0.1], [-0.1, -0.1, 0.0], [0.1, 0.0, 0.1], [0.0, -0.1, 0.3], [-0.3, 0.1, -0.2], [-0.1, 0.1, -0.3], [0.1, -0.1, 0.0], [-0.1, 0.0, 0.0], [0.1, -0.1, 0.0], [0.0, 0.1, -0.1], [0.1, 0.0, 0.0], [-0.1, 0.0, 0.1]],
  "mulliken_charge": [-0.460, -0.153, 0.232, -0.626, -0.426, 0.999, -0.612, -0.564, 0.327, -0.487, 0.657, -0.552, -0.175, 0.787, -0.629, 0.567, 1.152, -1.387, -0.132, -0.935, 0.163, -0.115, 2.229, -0.944, -0.057, -1.472, -0.539, -0.312, -0.635, -1.108, 0.378, 0.323, 0.333, 0.251, 0.286, 0.470, 0.218, 0.671, -0.490, -2.697, 0.596, 0.301, 0.511, 0.224, 0.241, 0.399, 0.345, 0.330, 0.098, 0.355, 0.313, 0.134, 0.338, 0.361, 0.374, 0.281, 0.264]
}